*a*
The following is a DFT calculation (ωB97M-V/def2-TZVPD) of one molecule with the formula C3H6N2OS.

The geometry in XYZ format:
```
13
Properties=species:S:1:pos:R:3
C -0.0251 1.3213 1.2345
N -0.0908 1.3065 -0.2577
N -0.8559 0.2136 -0.7358
C -0.6045 -1.1435 -0.8331
S -1.3288 -2.0766 -2.0353
C 0.7111 -1.7979 -0.2633
O 1.7321 -1.1972 -0.3677
H 0.8089 2.1110 1.5401
H -0.9645 1.7825 1.7578
H 0.4642 0.4915 1.9320
H 0.8957 1.3944 -0.6142
H -1.3788 0.5596 -1.5443
H 0.6364 -2.9651 0.1870
```

Output
total charge: 0
HOMO level: -0.331 Eh
SMILES: CNNC(=S)C=O

Here are the Löwdin charges for atoms 1 to 6, given in e: number 1, C, carries -0.1614; number 2, N, carries -0.1086; number 3, N, carries -0.0751; number 4, C, carries -0.7257; number 5, S, carries 0.6377; number 6, C, carries -0.3109

---

*b*
The following is a DFT calculation (ωB97M-V/def2-TZVPD) of one molecule with the formula C3H6N2OS.

The geometry in XYZ format:
```
13
Properties=species:S:1:pos:R:3
H 1.9629 -0.4664 2.4266
N 1.2425 0.0216 1.8696
C 0.9996 -0.5075 0.7468
N 1.6253 -1.5907 0.1704
C -0.0666 0.1276 -0.0936
S -0.8243 -0.6664 -1.3157
O -0.3720 1.3454 0.3405
C -1.5370 1.9392 -0.2529
H 1.0871 -2.0840 -0.4806
H 2.1762 -2.1681 0.8269
H -1.4025 2.0672 -1.3269
H -1.6826 2.8851 0.2759
H -2.4263 1.2930 -0.0763
```

Output
total charge: 0
HOMO level: -0.337 Eh
SMILES: [H]/N=C(\N)C(=S)OC

Here are the Löwdin charges for atoms 1 to 6, given in e: number 1, H, carries 0.0665; number 2, N, carries 0.1466; number 3, C, carries -0.5151; number 4, N, carries 0.1003; number 5, C, carries -0.7420; number 6, S, carries 0.7742

---

*c*
The following is a DFT calculation (ωB97M-V/def2-TZVPD) of one molecule with the formula C3H6N2OS.

The geometry in XYZ format:
```
13
Properties=species:S:1:pos:R:3
H -2.1581 -1.4786 -0.0297
N -1.1790 -1.2062 -0.1738
C -0.9932 0.0557 -0.1040
N -1.9390 1.0056 0.1631
C 0.4685 0.4747 -0.1162
S 1.0029 1.9822 -0.1527
C 1.4156 -0.7158 -0.1251
O 2.7825 -0.4525 0.0675
H -2.9259 0.9118 -0.0128
H -1.5775 1.9225 0.1106
H 1.3481 -1.3066 -1.0377
H 0.9316 -1.4073 0.6318
H 2.8234 0.2146 0.7790
```

Output
total charge: 0
HOMO level: -0.339 Eh
SMILES: [H]/N=C(\N)C(=S)CO

Here are the Löwdin charges for atoms 1 to 6, given in e: number 1, H, carries 0.0658; number 2, N, carries 0.1203; number 3, C, carries -0.5168; number 4, N, carries 0.1193; number 5, C, carries -0.6695; number 6, S, carries 0.8323

---

*d*
The following is a DFT calculation (ωB97M-V/def2-TZVPD) of one molecule with the formula C3H6N2OS.

The geometry in XYZ format:
```
13
Properties=species:S:1:pos:R:3
H 1.5434 -2.1886 -0.3551
N 1.9050 -1.3205 -0.5990
C 1.0388 -0.4791 -0.3704
O 1.1197 0.8559 -0.7758
C 0.0027 1.6358 -0.4531
C -0.9912 0.6179 0.1417
N -0.1569 -0.6051 0.2813
S -0.7358 -2.1548 0.6471
H -0.4361 2.0248 -1.3946
H 0.3371 2.4428 0.2180
H -1.9006 0.4428 -0.4382
H -1.3298 0.9382 1.1425
H -0.3963 -2.2101 1.9555
```

Output
total charge: 0
HOMO level: -0.346 Eh
SMILES: [H]/N=C1/OCCN1S

Here are the Löwdin charges for atoms 1 to 6, given in e: number 1, H, carries -0.0223; number 2, N, carries 0.1665; number 3, C, carries -0.5678; number 4, O, carries -0.0195; number 5, C, carries -0.1588; number 6, C, carries -0.1497

---

Preferred: *b*; penalty for the next structure: 6.0 kcal/mol.

---

*a*
The following is a DFT calculation (ωB97M-V/def2-TZVPD) of a 2-piece molecular cluster, C3H6N2OS overall.

The geometry in XYZ format:
```
13
Properties=species:S:1:pos:R:3
C -0.0556 0.0083 0.2033
C -3.1964 0.3621 -1.2345
C 1.1893 -0.5325 0.8977
N -0.4312 1.1739 0.2832
N -0.7766 2.2705 0.2428
O -3.9102 -0.2374 -1.9756
S -3.1482 0.0852 0.4905
H -0.6474 -0.5074 -0.5329
H -2.4099 0.9075 -1.6384
H 1.1701 -1.6551 0.6268
H 1.0854 -0.4363 1.9529
H 2.0469 -0.1539 0.3976
H -4.1487 -0.7039 0.5810
```

Output
total charge: 0
HOMO level: -0.309 Eh

Here are the Löwdin charges for atoms 1 to 6, given in e: number 1, C, carries -0.2743; number 2, C, carries -0.6691; number 3, C, carries -0.0529; number 4, N, carries -0.2313; number 5, N, carries 0.1939; number 6, O, carries -0.0186

---

*b*
The following is a DFT calculation (ωB97M-V/def2-TZVPD) of a 2-piece molecular cluster, C3H6N2OS overall.

The geometry in XYZ format:
```
13
Properties=species:S:1:pos:R:3
C -0.2960 -1.1306 0.0869
C -0.9085 2.0123 0.3853
C 0.9893 -1.5636 0.3775
N -1.4509 -1.0134 0.0403
N -0.1140 1.5482 -0.4866
O -3.8601 -0.2648 -0.6479
S -2.8464 -0.3287 0.4249
H -0.8354 1.9606 1.4806
H -1.8280 2.5123 0.0068
H 1.1203 -1.6529 1.4588
H 1.6093 -0.7171 0.1739
H 1.3271 -2.5645 -0.1644
H -0.5767 1.8161 -1.3375
```

Output
total charge: 0
HOMO level: -0.258 Eh

Here are the Löwdin charges for atoms 1 to 6, given in e: number 1, C, carries -0.1733; number 2, C, carries -0.1992; number 3, C, carries -0.0494; number 4, N, carries -0.2254; number 5, N, carries 0.0109; number 6, O, carries -0.6416

---

Preferred: *a*; penalty for the next structure: 28.6 kcal/mol.

---

*a*
The following is a DFT calculation (ωB97M-V/def2-TZVPD) of a 2-piece molecular cluster, C3H9S2 overall.

The geometry in XYZ format:
```
14
Properties=species:S:1:pos:R:3
C -0.7923 1.7084 1.4043
S 0.3552 3.0048 0.6744
H -1.7923 1.9226 1.0631
H -0.5367 1.6893 2.5270
H -0.5291 0.6635 1.1952
C 1.1822 -1.4206 -0.7923
C -0.3180 -1.6661 -0.7433
S -1.3649 -0.2435 -1.2130
H 1.2531 -0.5124 -1.4477
H 1.5264 -1.1051 0.2573
H 2.0245 -2.1481 -1.0892
H -0.7370 -1.9574 0.2077
H -0.6281 -2.3878 -1.5019
H 0.3571 2.4525 -0.5415
```

Output
total charge: -1
HOMO level: -0.087 Eh

Here are the Löwdin charges for atoms 1 to 6, given in e: number 1, C, carries -0.5234; number 2, S, carries 0.5114; number 3, H, carries -0.0067; number 4, H, carries 0.0311; number 5, H, carries -0.0345; number 6, C, carries -0.2447

---

*b*
The following is a DFT calculation (ωB97M-V/def2-TZVPD) of a 2-piece molecular cluster, C3H9S2 overall.

The geometry in XYZ format:
```
14
Properties=species:S:1:pos:R:3
C 1.7198 -0.0127 2.3436
S 0.4609 -1.3278 2.3478
H 2.4540 -0.1583 1.6974
H 1.2463 0.9892 2.1324
H 2.1170 0.1131 3.3323
C -1.1964 -0.8713 -1.7784
S -0.6476 0.7482 -2.2748
C -0.2509 1.8243 -0.8400
H -1.5415 -1.3442 -2.7082
H -2.0762 -0.8590 -1.1013
H -0.4342 -1.2795 -1.1436
H -0.3901 1.2935 0.1895
H 0.8678 2.1648 -0.9101
H -0.8906 2.7132 -1.0073
```

Output
total charge: -1
HOMO level: -0.083 Eh

Here are the Löwdin charges for atoms 1 to 6, given in e: number 1, C, carries -0.7520; number 2, S, carries -0.0474; number 3, H, carries -0.0826; number 4, H, carries -0.0098; number 5, H, carries -0.0324; number 6, C, carries -0.4717

---

Preferred: *a*; penalty for the next structure: 4.3 kcal/mol.

---

*a*
The following is a DFT calculation (ωB97M-V/def2-TZVPD) of a 2-piece molecular cluster, C4H10NO2S overall.

The geometry in XYZ format:
```
18
Properties=species:S:1:pos:R:3
C -0.9441 1.5544 1.6766
N -1.5101 0.4982 0.8513
C -0.5270 -0.2150 -0.0196
C 0.1109 -1.4638 0.5526
S 1.8835 -1.3258 0.0016
C 0.5945 0.6784 -0.5727
O 0.6002 0.9454 -1.7663
H 0.0146 1.2975 2.1710
H -1.6436 1.8204 2.4595
H -0.7648 2.4379 1.0711
H -1.9437 -0.1925 1.4573
H -1.0965 -0.4619 -0.8995
H -0.3321 -2.3807 0.1616
H 0.1991 -1.5754 1.6385
H 1.1238 1.2860 0.1719
H 1.6392 -1.5049 -2.4615
H 1.1599 -0.2435 -3.1502
O 1.4360 -1.1547 -3.3431
```

Output
total charge: -1
HOMO level: -0.127 Eh

Here are the Löwdin charges for atoms 1 to 6, given in e: number 1, C, carries -0.1680; number 2, N, carries -0.0906; number 3, C, carries -0.4108; number 4, C, carries -0.5664; number 5, S, carries 0.4115; number 6, C, carries -0.4593

---

*b*
The following is a DFT calculation (ωB97M-V/def2-TZVPD) of a 2-piece molecular cluster, C4H10NO2S overall.

The geometry in XYZ format:
```
18
Properties=species:S:1:pos:R:3
N 0.4224 -1.7642 -3.0042
C 0.1475 -1.4013 -1.6581
O 1.0135 -1.8517 -0.8415
O -0.8677 -0.7516 -1.4421
H -0.4333 -1.9248 -3.5464
H 0.9875 -2.6171 -3.0603
H 1.4130 -0.9856 0.0880
C -0.6106 1.9922 0.3850
C -0.8075 0.7823 1.2747
C 0.4306 0.3063 2.0907
S 1.9296 0.1421 1.1223
H -0.7591 2.9304 0.9248
H -1.3265 1.9926 -0.4437
H 0.4024 1.9141 -0.0096
H -1.6094 0.9629 2.0054
H -1.1766 -0.0802 0.6639
H 0.1703 -0.6439 2.5378
H 0.6739 0.9973 2.9134
```

Output
total charge: -1
HOMO level: -0.141 Eh

Here are the Löwdin charges for atoms 1 to 6, given in e: number 1, N, carries 0.0860; number 2, C, carries -0.7867; number 3, O, carries -0.1022; number 4, O, carries -0.0129; number 5, H, carries 0.0713; number 6, H, carries 0.0699

---

Preferred: *b*; penalty for the next structure: 41.1 kcal/mol.